#a
Formula: C3H4N2O3
Source: the OMol25 dataset
Level of theory: ωB97M-V with the def2-TZVPD basis set

Its gap between HOMO and LUMO is 10.2 eV. Its SMILES is O=C1CON=CNO1.

Geometry (Å):
O  2.64  0.13  0.21
C  1.45  0.04  -0.01
C  0.69  -1.25  -0.12
O  -0.58  -1.07  -0.64
N  -1.56  -0.72  0.30
C  -1.54  0.54  0.35
N  -0.65  1.22  -0.51
O  0.76  1.33  -0.20
H  0.71  -1.62  0.89
H  1.17  -1.86  -0.84
H  -2.12  1.11  1.15
H  -0.96  2.15  -0.58


#b
Formula: C3H4N2O3
Source: the OMol25 dataset
Level of theory: ωB97M-V with the def2-TZVPD basis set

Its gap between HOMO and LUMO is 10.4 eV. Its SMILES is COn1ncoc1=O.

Geometry (Å):
C  1.90  0.75  -0.19
O  1.10  -0.40  -0.61
N  -0.17  -0.25  -0.20
N  -1.17  0.38  -0.88
C  -2.19  -0.02  -0.28
O  -1.98  -0.91  0.67
C  -0.61  -1.07  0.78
O  0.11  -1.72  1.50
H  2.92  0.49  -0.50
H  1.72  0.86  0.93
H  1.57  1.67  -0.75
H  -3.20  0.21  -0.47


Stability, lowest: #a


#a
Formula: C3H3FO2
Source: the OMol25 dataset
Level of theory: ωB97M-V with the def2-TZVPD basis set

Its gap between HOMO and LUMO is 10.3 eV. Its SMILES is O=C(O)/C=C\F.

Geometry (Å):
O  -2.10  0.43  -0.16
C  -0.97  -0.01  0.08
O  -0.82  -1.26  0.06
C  0.19  1.10  0.09
C  1.51  0.67  0.10
F  1.84  -0.67  -0.15
H  0.24  -1.34  0.57
H  -0.11  2.10  0.20
H  2.33  1.39  -0.26


#b
Formula: C3H3FO2
Source: the OMol25 dataset
Level of theory: ωB97M-V with the def2-TZVPD basis set

Its gap between HOMO and LUMO is 10.3 eV. Its SMILES is CC(=O)C(=O)F.

Geometry (Å):
C  0.10  0.11  0.59
C  1.35  0.81  0.35
O  1.63  1.96  0.55
C  2.71  -0.33  -0.29
O  2.61  -1.30  -0.94
F  3.87  0.14  0.05
H  -0.55  0.53  1.50
H  0.31  -0.98  0.61
H  -0.44  0.25  -0.33


#c
Formula: C3H3FO2
Source: the OMol25 dataset
Level of theory: ωB97M-V with the def2-TZVPD basis set

Its gap between HOMO and LUMO (alpha / beta) is 8.9 / 8.9 eV.

Geometry (Å):
C  0.56  0.50  -0.87
C  0.42  0.60  -2.15
C  -0.71  -0.01  -0.12
O  -1.50  -0.12  -2.24
O  -1.54  -0.67  -0.97
F  1.04  0.96  -3.24
H  1.51  0.88  -0.32
H  -0.58  -0.82  0.62
H  -1.23  0.91  0.27


Stability, lowest: #c


#a
Formula: C3H4Br2O
Source: the OMol25 dataset
Level of theory: ωB97M-V with the def2-TZVPD basis set

Its gap between HOMO and LUMO is 11.0 eV. Its SMILES is C[C@@]1(Br)O[C@H]1Br.

Geometry (Å):
C  0.26  0.68  0.05
C  0.17  -0.81  0.24
Br  1.79  -1.75  -0.27
O  -0.47  -1.33  1.35
C  -1.05  -1.62  0.12
Br  -2.75  -0.86  -0.27
H  1.14  1.05  0.57
H  -0.62  1.16  0.48
H  0.33  0.92  -1.00
H  -0.89  -2.75  -0.22


#b
Formula: C3H4Br2O
Source: the OMol25 dataset
Level of theory: ωB97M-V with the def2-TZVPD basis set

Its gap between HOMO and LUMO is 10.1 eV.

Geometry (Å):
C  0.98  -1.43  -0.53
C  -0.20  -0.67  -0.38
C  -0.21  0.72  -0.04
O  0.30  -1.03  -1.62
Br  2.73  -0.96  -0.04
Br  -1.90  -1.58  0.31
H  0.97  -3.10  -0.15
H  -0.53  0.95  1.00
H  -0.61  1.35  -0.84
H  0.88  0.92  0.15


Stability, lowest: #b


#a
Formula: C2H3NO2S2
Source: the OMol25 dataset
Level of theory: ωB97M-V with the def2-TZVPD basis set

Its gap between HOMO and LUMO is 9.5 eV.

Geometry (Å):
C  -0.04  -1.62  0.52
C  0.72  -0.53  0.69
N  0.30  1.20  -1.56
O  -1.56  0.30  -0.20
O  -0.14  2.08  0.83
S  -1.52  -1.34  -0.25
S  -0.06  0.97  -0.06
H  0.22  -2.60  0.75
H  1.77  -0.63  1.06
H  0.29  2.17  -1.80


#b
Formula: C2H3NO2S2
Source: the OMol25 dataset
Level of theory: ωB97M-V with the def2-TZVPD basis set

Its gap between HOMO and LUMO is 9.2 eV.

Geometry (Å):
C  -0.22  -1.71  0.19
C  0.49  0.91  -0.25
N  -1.25  -1.15  0.59
O  -2.24  0.73  -0.77
O  1.47  1.87  0.22
S  1.19  -0.84  -0.44
S  -1.54  0.47  0.43
H  0.08  -2.84  0.29
H  1.70  1.46  1.02
H  0.30  1.09  -1.26


#c
Formula: C2H3NO2S2
Source: the OMol25 dataset
Level of theory: ωB97M-V with the def2-TZVPD basis set

Its gap between HOMO and LUMO (alpha / beta) is 8.2 / 7.9 eV.

Geometry (Å):
C  -0.31  -0.34  0.15
C  -1.66  0.28  -0.05
N  0.30  -1.38  -0.05
O  2.84  0.46  -1.18
O  1.45  -1.79  0.19
S  0.86  1.08  0.79
S  2.64  0.36  0.26
H  -2.06  0.19  0.89
H  -2.41  -0.28  -0.65
H  -1.65  1.42  -0.34


#d
Formula: C2H3NO2S2
Source: the OMol25 dataset
Level of theory: ωB97M-V with the def2-TZVPD basis set

Its gap between HOMO and LUMO is 8.2 eV. Its SMILES is NS(=O)(=O)C1=CS1.

Geometry (Å):
N  1.63  0.56  0.61
S  0.78  0.02  -0.73
O  1.28  -1.31  -0.96
O  0.96  1.02  -1.70
C  -0.83  -0.16  -0.07
C  -2.05  -0.64  -0.06
S  -2.14  0.97  0.56
H  1.37  1.32  1.22
H  1.70  -0.32  1.16
H  -2.68  -1.45  -0.02


Stability, lowest: #c


#a
Formula: C2H4N4O2
Source: the OMol25 dataset
Level of theory: ωB97M-V with the def2-TZVPD basis set

Its gap between HOMO and LUMO is 9.5 eV.

Geometry (Å):
C  0.81  -0.33  -0.20
C  -0.17  1.59  -0.13
H  2.80  -1.05  -0.29
H  1.69  -1.79  0.75
H  -2.97  0.89  -0.32
H  -0.79  -1.71  0.82
N  1.84  -1.28  -0.19
N  0.97  0.96  -0.48
N  -1.24  0.49  0.44
N  -0.31  -0.55  0.51
O  -0.43  2.72  -0.32
O  -2.20  0.07  -0.60


#b
Formula: C2H4N4O2
Source: the OMol25 dataset
Level of theory: ωB97M-V with the def2-TZVPD basis set

Its gap between HOMO and LUMO is 8.3 eV. Its SMILES is Nn1cno/c1=N/O.

Geometry (Å):
N  -0.52  1.23  -0.08
N  0.31  0.19  0.01
C  1.61  0.18  0.02
N  2.10  -0.98  0.09
O  1.04  -1.85  -0.14
C  -0.16  -1.12  -0.02
N  -1.35  -1.60  0.08
O  -2.39  -0.78  0.06
H  -0.31  1.93  -0.83
H  -0.81  1.61  0.91
H  2.34  1.09  0.39
H  -1.86  0.10  -0.49


#c
Formula: C2H4N4O2
Source: the OMol25 dataset
Level of theory: ωB97M-V with the def2-TZVPD basis set

Its gap between HOMO and LUMO is 9.8 eV. Its SMILES is [H]/N=c1\nc(O)on1N.

Geometry (Å):
H  0.43  -2.46  -0.47
N  1.06  -1.84  0.13
C  0.34  -0.82  -0.25
N  -1.00  -0.59  -0.77
C  -1.22  0.72  -0.65
O  -2.09  1.52  -1.20
O  -0.50  1.38  0.18
N  0.66  0.48  0.18
N  1.47  0.62  1.39
H  -2.78  0.98  -1.75
H  1.11  -0.21  2.06
H  2.51  0.24  1.15


Stability, lowest: #b


#a
Formula: C2H4N4O2
Source: the OMol25 dataset
Level of theory: ωB97M-V with the def2-TZVPD basis set

Its gap between HOMO and LUMO is 9.7 eV. Its SMILES is [H]/N=c1/oc(=O)[nH]n1N.

Geometry (Å):
H  2.10  0.31  -1.47
N  2.23  0.68  -0.56
C  1.02  0.56  -0.11
O  0.71  1.40  1.08
C  -0.44  0.66  1.51
O  -0.78  0.41  2.79
N  -0.90  0.00  0.56
N  -0.12  0.19  -0.69
N  -0.23  -1.08  -1.40
H  -2.06  -0.26  0.62
H  -1.48  -1.03  -1.62
H  -0.05  -1.85  -0.70


#b
Formula: C2H4N4O2
Source: the OMol25 dataset
Level of theory: ωB97M-V with the def2-TZVPD basis set

Its gap between HOMO and LUMO is 9.0 eV. Its SMILES is Nn1nnc(O)c1O.

Geometry (Å):
N  -0.66  -0.59  1.85
N  -0.52  -0.07  0.57
N  -1.42  0.74  -0.02
N  -0.89  1.06  -1.17
C  0.32  0.48  -1.32
O  1.13  0.65  -2.38
C  0.58  -0.24  -0.18
O  1.63  -0.95  0.22
H  -1.48  -1.18  1.85
H  -0.79  0.19  2.49
H  0.68  1.25  -2.99
H  1.41  -1.34  1.09


Stability, lowest: #a


#a
Formula: C11H17N4
Source: the OMol25 dataset
Level of theory: ωB97M-V with the def2-TZVPD basis set

Its gap between HOMO and LUMO is 9.4 eV. Its total charge is +1. Its SMILES is C[NH2+][C@@H](C(C)C)n1nnc2ccccc21.

Geometry (Å):
C  -0.44  -2.83  -1.78
N  0.12  -2.38  -0.50
C  -0.52  -1.16  0.09
C  -0.52  -1.25  1.64
C  0.90  -1.38  2.20
C  -1.22  -0.03  2.23
N  0.28  -0.09  -0.42
N  1.56  -0.40  -0.76
N  2.18  0.62  -1.17
C  1.35  1.69  -1.14
C  1.54  3.02  -1.50
C  0.47  3.87  -1.37
C  -0.77  3.42  -0.90
C  -1.00  2.11  -0.54
C  0.08  1.24  -0.65
H  -1.47  -3.16  -1.65
H  -0.41  -2.02  -2.50
H  0.15  -3.66  -2.17
H  1.12  -1.98  -0.65
H  0.13  -3.15  0.18
H  -1.55  -1.06  -0.27
H  -1.10  -2.14  1.90
H  1.52  -0.54  1.89
H  0.85  -1.38  3.28
H  1.39  -2.30  1.89
H  -0.66  0.88  2.03
H  -1.30  -0.14  3.31
H  -2.23  0.08  1.83
H  2.50  3.35  -1.86
H  0.58  4.91  -1.63
H  -1.59  4.13  -0.83
H  -1.96  1.78  -0.18


#b
Formula: C11H17N4
Source: the OMol25 dataset
Level of theory: ωB97M-V with the def2-TZVPD basis set

Its gap between HOMO and LUMO is 8.6 eV. Its total charge is +1.

Geometry (Å):
C  -3.08  0.58  -1.20
C  -2.14  -0.45  0.81
N  -3.03  0.39  0.26
N  -1.58  -1.39  0.08
N  -1.62  -0.17  1.99
H  -3.79  0.77  0.78
H  -2.18  -1.83  -0.60
H  -0.77  -1.93  0.32
H  -1.79  0.60  2.61
H  -0.86  -0.73  2.37
H  -3.19  1.62  -1.50
H  -3.86  -0.03  -1.64
H  -2.08  0.43  -1.57
C  1.60  -1.84  -2.02
C  1.44  0.28  1.01
C  1.56  0.13  -0.38
C  1.76  -1.27  -0.65
C  1.72  -1.90  0.53
C  1.32  1.51  1.64
C  1.45  2.63  0.84
C  1.54  1.30  -1.14
C  1.50  2.55  -0.55
N  1.35  -1.00  1.54
H  1.69  -1.12  2.45
H  1.42  1.63  2.70
H  1.91  -2.94  0.71
H  1.64  3.58  1.32
H  1.88  1.30  -2.17
H  1.48  -1.13  -2.83
H  0.77  -2.51  -2.21
H  1.49  3.41  -1.20
H  2.45  -2.48  -2.29


Stability, lowest: #a


#a
Formula: C5H7NO4S
Source: the OMol25 dataset
Level of theory: ωB97M-V with the def2-TZVPD basis set

Its gap between HOMO and LUMO is 9.9 eV. Its SMILES is CS1(=O)(O)O[C@H](C=O)[C@H]1C#N.

Geometry (Å):
C  1.79  -1.57  0.54
S  0.97  -0.14  -0.52
O  1.39  -0.62  -1.81
O  1.65  1.05  0.40
O  -0.03  1.17  -1.03
C  -1.34  0.85  -0.61
C  -1.45  2.14  0.33
O  -0.67  2.51  1.18
C  -0.82  -0.52  0.06
C  -1.47  -1.68  -0.39
N  -1.99  -2.69  -0.50
H  2.90  -1.56  0.28
H  1.63  -1.64  1.59
H  1.32  -2.40  0.17
H  1.02  1.68  0.67
H  -2.08  1.03  -1.40
H  -2.17  2.86  -0.11
H  -0.66  -0.47  1.14


#b
Formula: C5H7NO4S
Source: the OMol25 dataset
Level of theory: ωB97M-V with the def2-TZVPD basis set

Its gap between HOMO and LUMO is 10.3 eV. Its SMILES is COS(=O)(=O)Cc1cocn1.

Geometry (Å):
C  -2.99  0.75  0.64
O  -2.62  -0.23  -0.23
S  -1.13  -0.85  -0.05
O  -1.14  -2.08  -0.79
O  -0.86  -0.96  1.40
C  -0.01  0.36  -0.87
C  1.41  0.08  -0.49
C  2.22  -1.08  -0.65
O  3.36  -0.84  0.08
C  3.20  0.34  0.59
N  2.08  0.91  0.33
H  -4.00  0.56  0.82
H  -2.92  1.85  0.21
H  -2.38  0.80  1.49
H  -0.11  0.28  -1.89
H  -0.39  1.36  -0.66
H  2.14  -2.02  -1.00
H  4.14  0.76  1.05


Stability, lowest: #a